10
Properties=species:S:1:pos:R:3:mulliken_charge:R:1 method="wB97M-V/def2-TZVPD" total_charge=0 total_energy_ha=-305.1721 relative_energy_kcal_mol=67.36
C 1.65319 -0.10193 0.18664 0.581
C -1.24693 -0.70183 -0.69926 -0.694
C -0.85798 0.22263 0.21929 -0.156
C 0.41179 0.59746 0.76496 -0.031
O 2.36098 -1.00742 0.42973 -0.550
O 1.56040 0.71773 -0.74759 -0.396
H -2.30300 -0.72848 -1.00030 0.273
H -0.61597 -1.07470 -1.43425 0.340
H -1.54855 0.42692 0.94448 0.355
H 0.58606 1.64961 1.33630 0.279